[1]
The following is a quantum chemistry calculation of a cluster of 14 separate species, C5H40NO13S2 in total at a distorted geometry, from the Open Molecules 2025 dataset.

- F_max (eV/Å) = 6.707
- spin multiplicity = 2
- total charge = +2
- HOMO-LUMO gap (spin up / spin down) (eV) = 9.64 / 5.21

Last column: Löwdin charge in e.
CARTESIAN COORDINATES (ANGSTROEM)
N -2.95 -1.06 -1.13  0.142
C -2.00 -1.13 0.01  -0.383
C -2.78 -1.01 1.26  -0.052
C -0.88 0.01 -0.07  -0.436
S 0.38 -0.16 -1.28  0.727
S 0.31 1.29 -2.58  0.720
C 1.03 2.82 -1.71  -0.423
C 2.55 3.06 -1.96  -0.125
H -2.60 -1.61 -1.96  0.080
H -3.00 -0.03 -1.59  0.149
H -3.93 -1.51 -1.02  0.219
H -1.53 -2.17 0.16  0.177
H -2.10 -1.16 2.14  0.105
H -3.50 -1.68 1.48  0.068
H -2.99 0.02 1.50  0.067
H -0.52 -0.02 0.97  0.096
H -1.52 0.93 -0.11  0.122
H 0.74 2.67 -0.63  0.072
H 0.65 3.71 -2.15  0.074
H 3.19 2.14 -2.04  0.098
H 2.80 3.90 -1.26  0.103
H 2.80 3.22 -2.99  0.074
H 0.70 -3.79 -2.40  0.036
H 0.35 -2.26 -3.10  0.041
O 0.28 -3.26 -3.08  -0.062
H 4.03 3.57 0.32  -0.004
H 4.27 2.39 1.21  0.045
O 3.63 2.84 0.69  -0.006
H 2.74 3.93 2.76  0.012
H 2.02 2.74 2.97  -0.045
O 1.94 3.53 2.62  0.052
H 0.31 0.33 4.76  0.080
H -0.44 -0.53 3.89  0.038
O -0.02 0.35 3.83  -0.074
H 4.04 -0.20 3.46  0.070
H 3.33 -0.62 2.21  0.022
O 4.18 -0.74 2.65  -0.051
H -0.03 3.82 1.69  0.014
H -1.06 4.70 1.13  0.047
O -0.67 3.84 0.97  -0.054
H -4.25 1.55 -2.34  0.008
H -3.62 0.46 -3.40  0.014
O -4.12 0.72 -2.63  0.029
H 2.16 -4.07 -0.75  0.026
H 2.41 -2.60 -0.95  0.069
O 1.85 -3.26 -0.36  -0.109
H 4.65 -2.79 -0.17  0.073
H 4.55 -1.88 0.96  -0.003
O 4.25 -1.93 0.07  -0.064
H -1.56 -3.32 -3.15  -0.046
H -2.66 -4.04 -2.41  0.117
O -2.40 -3.19 -2.84  -0.028
H -1.99 1.36 3.21  -0.039
H -2.65 2.25 2.47  0.028
O -2.88 1.53 3.05  -0.005
H -1.42 -0.38 -4.52  0.088
H -2.63 -1.45 -4.22  0.051
O -2.37 -0.52 -4.25  -0.063
H -1.11 -3.60 3.60  0.018
H 0.17 -4.30 3.37  0.056
O -0.18 -3.43 3.64  -0.058



[2]
The following is a quantum chemistry calculation of a cluster of 14 separate species, C5H41N2O13 in total at a distorted geometry, from the Open Molecules 2025 dataset.

- F_max (eV/Å) = 6.118
- total charge = +1
- relative energy (zero: lowest compared OMol25 entry of this formula, charge and spin) (eV) = 4.764
- HOMO-LUMO gap (eV) = 9.47

Last column: Löwdin charge in e.
CARTESIAN COORDINATES (ANGSTROEM)
N -3.13 -0.34 0.35  0.183
C -2.87 -0.04 -1.10  -0.122
C -1.80 1.08 -1.54  -0.127
N -0.74 1.09 -0.49  -0.063
C 0.18 -0.11 -0.47  -0.198
C 1.13 -0.04 0.75  -0.219
C 2.02 1.18 0.56  -0.089
H -2.99 0.47 0.95  0.138
H -4.11 -0.74 0.45  0.198
H -2.39 -0.99 0.76  0.132
H -2.59 -0.96 -1.67  0.089
H -3.82 0.31 -1.49  0.117
H -1.28 0.78 -2.43  0.069
H -2.19 2.10 -1.63  0.124
H -0.31 2.01 -0.51  0.044
H 0.83 -0.07 -1.38  0.078
H -0.44 -1.07 -0.54  0.094
H 1.71 -0.97 0.78  0.086
H 0.54 0.03 1.71  0.101
H 2.55 1.00 -0.37  0.037
H 2.77 1.29 1.41  0.111
H 1.39 2.06 0.61  0.055
H -0.84 -2.90 2.25  0.032
H 0.16 -2.68 1.22  0.036
O -0.86 -2.58 1.34  -0.109
H -0.98 -1.73 -2.21  0.022
H 0.13 -0.69 -2.70  -0.024
O -0.12 -1.62 -2.69  -0.084
H -0.26 4.68 -1.53  -0.009
H -0.06 3.98 -0.21  -0.004
O 0.18 4.05 -1.12  0.029
H 2.42 -2.40 -1.26  0.053
H 0.96 -2.42 -1.58  -0.014
O 1.58 -2.79 -0.97  -0.032
H 0.81 1.14 -4.24  0.103
H 1.19 1.60 -2.80  0.026
O 0.60 0.96 -3.29  -0.096
H 2.72 3.10 -2.79  0.128
H 1.90 3.21 -1.50  -0.030
O 2.36 2.59 -1.99  -0.048
H -2.11 -3.79 -1.65  0.047
H -1.86 -3.01 -0.38  0.028
O -2.20 -2.94 -1.29  -0.030
H 3.09 -0.32 -1.96  -0.027
H 4.50 -0.12 -1.45  0.076
O 3.86 -0.79 -1.77  -0.016
H 1.22 -2.06 2.93  0.089
H 0.73 -2.36 4.26  0.036
O 0.36 -2.01 3.49  -0.077
H 1.57 -4.26 2.03  0.136
H 1.70 -3.40 0.62  0.088
O 1.73 -3.30 1.68  -0.166
H -1.15 2.51 0.88  -0.053
H -0.47 3.14 2.03  0.009
O -0.93 3.33 1.22  -0.023
H 0.06 3.08 4.34  0.097
H -1.47 2.92 4.09  0.084
O -0.60 2.71 3.72  -0.051
H -1.62 0.83 3.14  0.033
H -0.87 -0.59 3.08  -0.030
O -1.70 -0.14 2.99  -0.063



Question: The lowest total charge belongs to which entry?
Answer: C5H41N2O13